89
Properties=species:S:1:pos:R:3 method="wB97M-V/def2-TZVPD" orbital_gap_ev=5.569 charge=+1
Ir -0.2592 0.7698 0.2339
O -4.3078 1.0778 0.7434
C -3.2301 0.7224 0.3484
O -2.1306 1.4395 0.6046
C -2.9809 -0.5683 -0.3926
P -1.3635 -1.2894 0.1139
C -0.9766 -2.3729 -1.2693
C -1.1171 -3.7553 -1.2239
C -0.8280 -4.5133 -2.3484
C -0.4256 -3.8984 -3.5229
C -0.3218 -2.5155 -3.5859
C -0.5953 -1.7570 -2.4606
C -1.8145 -2.1862 1.6361
C -1.2363 -3.3850 2.0544
C -1.6662 -3.9963 3.2244
C -2.6728 -3.4317 3.9918
C -3.2803 -2.2594 3.5659
C -2.8653 -1.6500 2.3924
H -2.9002 -0.3449 -1.4601
H -3.8134 -1.2550 -0.2526
H -1.4283 -4.2492 -0.3142
H -0.9107 -5.5903 -2.3003
H -0.1956 -4.4965 -4.3943
H -0.0215 -2.0316 -4.5056
H -0.5114 -0.6747 -2.5208
H -0.4637 -3.8626 1.4827
H -1.2086 -4.9307 3.5221
H -3.0070 -3.9203 4.8981
H -4.1036 -1.8341 4.1263
H -3.3973 -0.7644 2.0752
C 10.8659 8.7073 0.1145
O 10.8076 7.3253 -0.2090
C 9.6059 6.7168 -0.1756
C 8.4093 7.3491 0.1555
C 7.2296 6.6235 0.1573
C 7.2161 5.2718 -0.1663
C 8.4239 4.6501 -0.4950
C 9.6037 5.3583 -0.5009
C 5.9450 4.5507 -0.1506
N 4.7856 5.0592 0.2035
C 3.8899 4.0357 0.0735
C 4.5070 2.8852 -0.3709
N 5.8252 3.2318 -0.5133
C 3.8176 1.6624 -0.6206
C 4.3909 0.4682 -1.0963
C 3.5926 -0.6170 -1.3160
C 2.2235 -0.5346 -1.0334
N 1.6717 0.5578 -0.5380
C 2.4482 1.6673 -0.3533
C 1.7937 2.8525 0.1242
N 0.4609 2.7577 0.3431
C -0.2246 3.8215 0.7256
C 0.3956 5.0564 0.9330
C 1.7508 5.1720 0.7436
C 2.4853 4.0515 0.3261
H 11.9099 8.9902 0.0257
H 10.5266 8.8861 1.1369
H 10.2684 9.2992 -0.5820
H 8.3858 8.3978 0.4110
H 6.2976 7.1086 0.4131
H 8.4639 3.5969 -0.7471
H 10.5427 4.8849 -0.7522
H 6.5787 2.6345 -0.8040
H 5.4558 0.4077 -1.2811
H 3.9798 -1.5624 -1.6643
H 1.5923 -1.3881 -1.1875
H -1.2882 3.6807 0.8701
H -0.2036 5.9023 1.2370
H 2.2677 6.1093 0.9019
C -0.6909 -0.3964 5.5840
N -0.0603 -0.1829 4.2978
C 1.2840 -0.6173 3.9882
C 1.5042 -0.0264 2.6134
O 2.5498 0.0332 2.0459
N 0.2497 0.4874 2.1805
C -0.5684 0.4958 3.2720
N -1.7107 1.1584 3.3465
H -0.3248 -1.3373 5.9896
H -1.7693 -0.4964 5.4681
H -0.4656 0.4079 6.2867
H 1.3852 -1.7045 3.9536
H 2.0139 -0.2024 4.6847
H -2.1034 1.5551 2.4935
H -2.2722 1.1035 4.1778
O 3.4848 -3.4097 1.0035
Cl 2.2053 -3.6074 0.3983
O 1.5815 -4.8085 0.8826
O 2.3255 -3.6615 -1.0396
O 1.3395 -2.4685 0.7413



20
Properties=species:S:1:pos:R:3 method="wB97M-V/def2-TZVPD" orbital_gap_ev="10.566 / 5.086" charge=+1 spin_multiplicity=2
C -0.0740 2.8889 -2.8575
C 0.7116 1.6486 -2.2996
N 0.1702 1.3311 -0.9562
C 0.7116 0.0272 -0.4359
C 0.3618 -0.0163 1.0436
O 0.9955 -1.1362 1.6377
H -0.9437 2.2233 -3.1212
H -0.3298 3.5864 -2.0509
H 0.1788 3.4334 -3.7546
H 0.6745 0.8028 -2.9648
H 1.7836 1.9702 -2.2873
H -0.8349 1.4641 -1.1595
H 0.2914 -0.8684 -0.8857
H 1.7638 0.2342 -0.5675
H -0.7418 -0.1209 1.0287
H 0.8258 0.8625 1.5692
H 0.7841 -1.1153 2.5796
H -2.8523 -3.3764 2.8391
H -2.0249 -3.7026 4.0265
O -2.2531 -4.0605 3.1617



Energy relative to the best compared isomer or geometry (same formula, charge and spin)
In order: 20.4, 63.7
Unit: kcal/mol
Strongest force on any atom
In order: 0.43, 5.14
Unit: eV Å⁻¹
E_tot
In order: -3358.6699, -365.0455
Unit: Ha